1.
C29H63O6P2S | ωB97M-V with the def2-TZVPD basis set

Each line ends with the Löwdin charge.
CARTESIAN COORDINATES (ANGSTROEM)
C  -0.6857  8.1489  3.4565  -0.12
C  0.3090  7.7771  2.3546  -0.27
C  -0.3536  7.1044  1.1515  -0.23
C  -0.9179  5.7073  1.4476  -0.22
C  -0.9543  4.7968  0.2099  -0.21
C  0.3232  3.9711  0.0428  -0.22
C  0.3377  2.6715  0.8438  -0.21
C  1.4314  1.7181  0.3708  -0.22
C  1.5004  0.4093  1.1483  -0.22
C  2.2379  0.4974  2.4973  -0.25
C  3.0876  -0.7340  2.8081  -0.31
P  2.3152  -2.4597  2.7595  0.55
O  0.6918  -1.8127  3.1258  -0.36
C  0.1740  -2.4942  4.2174  -0.35
C  1.2909  -2.4936  5.2581  -0.61
P  1.2769  -0.8779  6.1827  0.35
S  2.8370  -0.3851  7.2555  0.02
O  2.4720  -2.6646  4.5844  -0.37
H  -1.2276  9.0605  3.2003  0.07
H  -1.4179  7.3543  3.6109  0.06
H  -0.1858  8.3164  4.4114  0.07
H  0.8270  8.6805  2.0208  0.10
H  1.0730  7.1081  2.7602  0.10
H  -1.1624  7.7494  0.7930  0.11
H  0.3777  7.0193  0.3408  0.11
H  -0.2944  5.2355  2.2158  0.11
H  -1.9195  5.7869  1.8774  0.10
H  -1.8138  4.1233  0.2706  0.10
H  -1.1161  5.4159  -0.6793  0.10
H  1.1822  4.5983  0.3182  0.11
H  0.4687  3.6979  -1.0051  0.10
H  0.4538  2.8694  1.9147  0.12
H  -0.6287  2.1788  0.6926  0.10
H  2.3980  2.2326  0.4244  0.11
H  1.2461  1.5023  -0.6841  0.09
H  1.9851  -0.3483  0.5376  0.07
H  0.4787  0.0659  1.3487  0.10
H  2.8983  1.3769  2.4815  0.10
H  1.5175  0.6779  3.2959  0.07
H  3.8897  -0.7828  2.0594  0.06
H  3.5588  -0.6195  3.7897  0.06
H  2.1373  -2.3609  1.3217  -0.03
H  3.6236  -3.0574  2.6076  -0.01
H  1.7022  -3.7791  2.7383  -0.01
H  -0.0469  -3.5435  3.9570  0.10
H  -0.7609  -2.0458  4.5738  0.10
H  1.1202  -3.2391  6.0516  0.11
H  0.8778  0.0884  5.2551  -0.03
H  0.0972  -0.9798  6.9464  -0.04
C  -2.0038  -0.2068  -2.8151  -0.16
C  -0.7947  0.0769  -3.7078  -0.16
C  -0.5100  1.5434  -3.3915  -0.20
O  -0.9051  1.7361  -2.0400  -0.16
C  -1.6622  0.6133  -1.5784  -0.18
H  -2.1543  -1.2620  -2.5916  0.08
H  -2.9104  0.1840  -3.2872  0.11
H  0.0505  -0.5437  -3.4014  0.10
H  -0.9796  -0.0960  -4.7679  0.11
H  -1.0865  2.2153  -4.0394  0.11
H  0.5479  1.7994  -3.4833  0.11
H  -1.0492  0.0408  -0.8763  0.10
H  -2.5394  0.9813  -1.0442  0.12
C  0.2064  -4.1452  -0.3259  -0.17
C  -0.5146  -5.2318  -1.1241  -0.17
C  -1.9161  -4.6498  -1.2263  -0.21
O  -1.7640  -3.2283  -1.2605  -0.16
C  -0.4160  -2.8788  -0.9007  -0.19
H  1.2881  -4.1638  -0.4362  0.10
H  -0.0206  -4.2286  0.7371  0.11
H  -0.0722  -5.3332  -2.1189  0.11
H  -0.5023  -6.2092  -0.6432  0.11
H  -2.5137  -4.9189  -0.3464  0.12
H  -2.4582  -4.9576  -2.1191  0.10
H  0.1169  -2.5495  -1.8024  0.11
H  -0.4348  -2.0567  -0.1866  0.11
C  -6.1962  -2.8855  -3.8089  -0.17
C  -6.4378  -3.4520  -2.4096  -0.17
C  -5.6220  -4.7388  -2.4551  -0.20
O  -4.5276  -4.4810  -3.3312  -0.16
C  -4.7352  -3.2561  -4.0337  -0.19
H  -6.3698  -1.8127  -3.8809  0.11
H  -6.8356  -3.3871  -4.5388  0.11
H  -6.0317  -2.7754  -1.6557  0.12
H  -7.4880  -3.6294  -2.1816  0.11
H  -6.2129  -5.5728  -2.8511  0.12
H  -5.2262  -5.0271  -1.4802  0.11
H  -4.0646  -2.4930  -3.6252  0.11
H  -4.4850  -3.4118  -5.0841  0.12
C  4.8373  -1.6993  -2.5292  -0.17
C  5.4716  -0.3439  -2.8454  -0.17
C  4.3591  0.6139  -2.4280  -0.21
O  3.6744  -0.0190  -1.3573  -0.15
C  4.0744  -1.3861  -1.2466  -0.20
H  5.5613  -2.5024  -2.3975  0.11
H  4.1461  -1.9874  -3.3253  0.11
H  6.3564  -0.1892  -2.2246  0.11
H  5.7603  -0.2240  -3.8895  0.11
H  3.6593  0.7889  -3.2558  0.11
H  4.7296  1.5813  -2.0842  0.12
H  4.7046  -1.5072  -0.3604  0.12
H  3.1835  -1.9960  -1.1041  0.10

Cartesian forces (eV/Å) of the 2 atoms listed first:
C 0.07 -0.08 -0.01
C -0.12 0.01 0.01

Computed properties:
Total charge: -1
E_tot (eV): -72791.79494
LUMO energy (eV): 2.29
HOMO (Eh): -0.1657

2.
C29H64BN3O14S | ωB97M-V with the def2-TZVPD basis set

Each line ends with the Löwdin charge.
CARTESIAN COORDINATES (ANGSTROEM)
C  -8.9741  4.5943  -0.8121  -0.07
C  -8.3682  5.3295  0.3994  -0.13
C  -7.0383  5.9018  -0.0550  -0.58
O  -6.9893  6.8339  -0.7530  0.15
O  -5.9718  5.2629  0.4352  0.00
C  -4.9038  5.1190  -0.5554  -0.14
C  -3.8379  4.2779  0.1101  -0.07
C  -2.5201  4.1135  -0.7219  -0.28
C  -2.3661  5.1942  -1.7947  -0.09
C  -3.0772  4.9576  -3.1580  -0.14
O  -3.8501  3.7548  -3.2686  0.01
C  -3.2212  2.7001  -3.8142  -0.53
O  -3.3951  1.6477  -3.3341  0.14
C  -2.3788  2.8114  -5.0583  -0.15
C  -3.1970  2.8202  -6.3549  -0.06
O  -1.4468  4.3067  0.2134  -0.07
C  -0.6546  3.1914  0.5826  -0.29
C  -1.4703  2.0723  1.2785  -0.01
B  -1.7350  2.3806  2.8064  -0.62
O  -2.0943  1.3470  3.6611  0.14
O  -1.5808  3.6287  3.3733  0.16
C  0.3267  2.6288  -0.4757  -0.33
N  0.8406  3.7113  -1.3201  0.07
C  -0.1813  1.4800  -1.3497  -0.15
C  0.9015  0.3918  -1.5202  -0.20
C  0.3307  -0.9800  -1.8851  -0.20
S  0.2428  -1.2957  -3.6720  0.57
O  0.8079  -2.5710  -3.8954  -0.28
O  0.9498  -0.3450  -4.4538  -0.27
O  -1.3151  -1.2826  -4.0617  -0.14
H  -9.6058  3.7914  -0.4433  0.07
H  -8.2007  4.1283  -1.4132  0.07
H  -9.5748  5.2646  -1.4154  0.08
H  -8.1639  4.6158  1.1903  0.11
H  -8.9767  6.1448  0.7694  0.12
H  -4.5921  6.1229  -0.8128  0.12
H  -5.3478  4.5874  -1.3910  0.13
H  -4.2596  3.2828  0.2463  0.12
H  -3.5887  4.6698  1.0910  0.13
H  -2.5780  3.1195  -1.1488  0.13
H  -1.2997  5.2601  -1.9900  0.10
H  -2.6372  6.1703  -1.4108  0.11
H  -2.3523  5.0902  -3.9529  0.11
H  -3.7882  5.7710  -3.2793  0.12
H  -1.7195  3.6769  -5.0710  0.10
H  -1.7148  1.9678  -5.0646  0.11
H  -3.8338  1.9387  -6.3763  0.08
H  -2.5396  2.7557  -7.2124  0.07
H  -3.7859  3.7312  -6.4076  0.08
H  -0.0155  3.5798  1.3763  0.14
H  -2.3574  1.7906  0.7118  0.11
H  -0.8148  1.1938  1.2647  0.12
H  -2.9873  1.0264  3.4938  0.11
H  -0.8696  3.5585  4.0242  0.12
H  1.1821  2.2393  0.0940  0.13
H  1.2993  4.4008  -0.7399  0.09
H  1.4505  3.3611  -2.0451  0.08
H  -1.1268  1.0445  -1.0464  0.10
H  -0.3412  1.8883  -2.3462  0.11
H  1.5225  0.2983  -0.6324  0.11
H  1.5684  0.7445  -2.3049  0.11
H  1.0185  -1.7170  -1.4873  0.09
H  -0.6442  -1.1191  -1.4246  0.09
H  -1.8147  -1.3152  -3.2288  0.08
C  -0.8395  -4.2304  -0.3532  -0.11
O  0.3758  -3.8201  0.2488  -0.21
C  0.1786  -2.9780  1.3852  -0.21
C  0.6653  -3.6757  2.6360  -0.21
N  -0.2020  -4.7909  2.9949  -0.05
C  0.3434  -5.6411  4.0509  -0.20
C  1.6074  -6.4369  3.7326  -0.22
O  1.4229  -7.4410  2.7506  -0.17
C  1.5994  -7.0153  1.4115  -0.09
H  -0.5956  -4.7873  -1.2566  0.10
H  -1.4026  -4.8901  0.3141  0.08
H  -1.4476  -3.3631  -0.6308  0.08
H  -0.8619  -2.6559  1.4846  0.12
H  0.7912  -2.0826  1.2267  0.11
H  0.6839  -2.9589  3.4623  0.13
H  1.6914  -4.0124  2.4434  0.09
H  -0.3581  -5.3607  2.1734  0.07
H  -0.4399  -6.3558  4.3152  0.12
H  0.5234  -5.0291  4.9400  0.12
H  1.8919  -6.9663  4.6462  0.12
H  2.4578  -5.7930  3.4776  0.11
H  2.3342  -6.2102  1.3278  0.08
H  0.6501  -6.6973  0.9716  0.07
H  1.9558  -7.8689  0.8340  0.09
C  8.6621  -2.1680  3.3723  -0.12
O  8.5472  -2.8837  2.1560  -0.20
C  7.9711  -4.1771  2.3094  -0.22
C  6.6356  -4.2464  1.5980  -0.21
N  5.6366  -3.4340  2.2848  -0.05
C  4.3934  -3.2694  1.5369  -0.20
C  4.4489  -2.4779  0.2324  -0.21
O  4.7507  -1.1039  0.4059  -0.18
C  6.1324  -0.7864  0.4180  -0.10
H  9.1895  -1.2389  3.1617  0.09
H  7.6772  -1.9222  3.7836  0.08
H  9.2365  -2.7363  4.1095  0.09
H  7.8736  -4.4552  3.3623  0.12
H  8.6547  -4.8897  1.8385  0.12
H  6.2955  -5.2857  1.5732  0.12
H  6.7902  -3.9083  0.5652  0.11
H  6.0279  -2.5176  2.4616  0.07
H  3.6928  -2.7569  2.2023  0.11
H  3.9683  -4.2579  1.3332  0.11
H  3.4446  -2.5072  -0.2025  0.11
H  5.1132  -2.9340  -0.5097  0.11
H  6.7165  -1.4629  -0.2100  0.09
H  6.5277  -0.7929  1.4373  0.07
H  6.2450  0.2270  0.0311  0.09

Cartesian forces (eV/Å) of the 2 atoms listed first:
C -0.28 0.01 0.69
C 0.94 -0.48 -0.17

Computed properties:
SMILES string: CCC(=O)OCCC(CCOC(=O)CC)O[C@@H](CB(O)O)[C@H](N)CCCS(=O)(=O)O.COCCNCCOC.COCCNCCOC
E_tot (eV): -75755.84788
LUMO energy (eV): 0.10
HOMO (Eh): -0.3242